(1)
{
  "formula": "C6H20FHfN10O8",
  "method": "ωB97M-V/def2-TZVPD",
  "symbols": ["N", "N", "H", "N", "N", "O", "H", "H", "O", "N", "H", "O", "H", "H", "H", "O", "O", "H", "O", "C", "C", "H", "H", "F", "O", "H", "C", "H", "H", "C", "N", "C", "N", "C", "H", "H", "H", "H", "H", "O", "N", "N", "Hf", "H", "H", "N"],
  "positions_angstrom": [[1.08433, -3.74717, 2.17515], [0.39960, 2.21179, -1.59077], [-3.81586, 2.26205, -3.10064], [2.48878, -0.79027, 1.18961], [-0.44036, 3.79973, 2.89335], [-0.32984, -3.14233, 0.52064], [1.79286, 1.60845, 1.40758], [-3.80342, 2.89500, -0.92572], [4.51115, 0.11116, 1.75557], [-0.07685, 1.59657, 2.31343], [0.47178, 3.74519, 3.32131], [-1.60632, 2.84658, 1.17969], [1.28026, 0.02383, -1.43158], [-0.28293, 0.79468, 1.73791], [0.42056, -5.22638, -0.55969], [-0.79937, -2.26406, -2.35093], [-2.91181, -0.08612, -1.15346], [-0.68684, 4.71873, 2.56233], [-2.85489, -2.54945, -2.64315], [1.59757, 1.92557, -2.21996], [3.35516, 0.26522, 1.41603], [2.58159, 0.13624, -2.54134], [0.64375, -3.09420, 2.79714], [-0.48754, -0.53439, -0.26660], [-1.75966, -4.08813, -1.61156], [1.76599, -0.66057, 0.50093], [0.54612, -3.92894, 0.95227], [1.63649, -5.59589, 0.66540], [-0.05433, 1.41290, -1.19113], [-0.73743, 2.75979, 2.04952], [2.76435, 1.47722, 1.16585], [-3.32492, 1.04913, -1.51121], [-3.41326, 2.02706, -0.60016], [-1.68275, -3.23936, -2.56739], [-2.79623, 2.00509, 0.22029], [-3.54853, 0.59718, -3.45932], [0.09352, 3.14563, -1.40095], [2.84194, -1.71997, 1.31211], [3.32074, 2.31129, 1.24703], [2.24633, 2.74243, -2.81594], [1.84337, 0.59223, -2.03681], [0.99656, -4.95936, 0.22512], [-2.07692, -2.03562, -0.40862], [1.94655, -4.18694, 2.44547], [0.52717, 1.46289, 3.10537], [-3.66648, 1.32551, -2.77216]],
  "forces_ev_per_a": [[-0.240, 0.114, -0.352], [-0.092, -0.087, -0.011], [0.054, 0.061, 0.101], [-0.627, 0.089, 0.350], [0.513, -0.355, -0.336], [-2.250, 0.985, 0.267], [0.153, -0.147, -0.386], [0.228, 0.234, 0.365], [-0.333, 0.020, 0.009], [-0.114, -0.256, -0.248], [-0.077, 0.222, 0.156], [0.576, -0.104, 0.307], [-0.154, 0.049, -0.255], [-0.015, 0.072, -0.068], [0.257, -0.042, -0.245], [2.272, -0.823, -0.114], [0.208, -2.742, 1.058], [-0.164, -0.039, -0.020], [-1.086, -1.080, -0.646], [-1.376, -0.136, 0.890], [0.628, -0.066, -0.209], [0.076, 0.172, -0.016], [0.264, 0.232, -0.031], [-2.165, -1.930, 0.768], [0.861, -2.628, 0.228], [-0.021, -0.106, 0.011], [0.595, -0.526, 0.316], [-0.076, -0.311, -0.282], [-0.529, 0.335, 0.342], [-0.698, 0.243, 0.362], [-0.237, 0.432, 0.160], [0.045, 1.427, 0.557], [-0.286, -0.624, -0.586], [-3.634, 6.634, 6.905], [-0.195, 0.321, -0.197], [-0.069, -0.035, 0.003], [0.087, 0.052, -0.057], [0.300, 0.060, -0.122], [0.321, -0.217, 0.060], [0.706, 0.031, -0.380], [1.084, -0.496, -0.579], [-0.476, 0.688, 0.220], [5.798, 1.212, -8.401], [-0.105, -0.123, 0.159], [-0.093, 0.118, 0.085], [0.082, -0.929, -0.139]],
  "largest_force_ev_per_a": 10.28,
  "multiplicity": 1,
  "molar_mass_g_mol": 557.8,
  "charge": 1
}

(2)
{
  "formula": "C6H20IO6",
  "method": "ωB97M-V/def2-TZVPD",
  "symbols": ["C", "O", "C", "H", "H", "H", "H", "H", "H", "H", "H", "H", "H", "O", "O", "H", "I", "H", "H", "O", "C", "H", "H", "O", "O", "H", "H", "C", "H", "H", "H", "C", "C"],
  "positions_angstrom": [[-4.49320, 3.11644, -0.86188], [3.92240, 0.80189, -1.92877], [2.05291, 0.87700, 2.67708], [-3.35473, -4.19596, -0.11999], [1.38281, -1.17718, -2.84093], [2.57225, -0.40692, -0.86700], [1.29019, 0.76619, 4.47745], [1.32071, 1.58016, 2.25937], [-0.14458, -0.48477, 1.87387], [-4.48523, 2.18195, -0.29477], [2.39511, -1.20013, 2.84289], [3.30949, 1.55082, -1.91714], [2.53187, -0.34715, -3.90716], [0.40964, -0.87797, 2.57001], [2.14174, 0.99276, 4.09037], [-1.62115, -4.08436, -0.25797], [-1.25384, 0.69121, -0.21274], [-2.55993, 2.86689, -1.07709], [1.86050, -0.64588, 1.17129], [-2.58656, -2.54003, 0.86368], [2.03520, -0.30156, -2.93461], [-4.69117, 3.96577, -0.19910], [3.00453, 1.26384, 2.29796], [-3.27409, 3.32472, -1.54580], [1.29697, 0.90948, -2.87062], [0.53442, 0.74936, -2.29034], [-2.34998, -4.49119, 1.31111], [3.07775, -0.32135, -1.83761], [-5.29718, 3.03611, -1.59688], [-2.00557, -1.95339, 0.35788], [3.67459, -1.23737, -1.90438], [1.75810, -0.54027, 2.25482], [-2.45394, -3.86908, 0.41698]],
  "forces_ev_per_a": [[0.248, -0.068, -0.069], [-0.076, 0.130, 0.237], [0.271, 0.744, -0.126], [-0.036, 0.070, 0.087], [-0.018, 0.036, -0.010], [-0.011, 0.384, 0.009], [-0.093, -0.102, -0.212], [-0.274, -0.281, 0.107], [-0.111, 0.006, 0.060], [0.048, 0.081, 0.110], [0.126, -0.206, -0.312], [0.131, 0.051, -0.102], [-0.035, 0.093, -0.021], [0.172, -0.076, 0.321], [0.023, 0.145, 0.264], [0.207, 0.359, 0.152], [0.192, -0.124, -0.062], [-0.111, -0.154, -0.038], [0.547, -0.117, 0.075], [0.262, -0.014, -0.322], [-0.042, 0.006, 0.066], [-0.183, -0.129, 0.106], [0.146, -0.445, 0.009], [-0.015, 0.131, -0.148], [0.022, -0.268, -0.158], [-0.066, 0.256, 0.165], [0.061, -0.183, -0.167], [-0.186, -0.817, 0.081], [0.005, 0.127, -0.019], [-0.172, 0.164, 0.064], [0.216, 0.193, -0.215], [-0.854, 0.334, -0.148], [-0.393, -0.327, 0.215]],
  "largest_force_ev_per_a": 0.93,
  "multiplicity": 1,
  "molar_mass_g_mol": 315.1,
  "charge": -1
}

Table of energy relative to the best compared isomer or geometry (same formula, charge and spin) (kJ/mol), in record order: 186.16; 27.76
Table of LUMO energy (eV), in record order: -5.95; 3.18